{
  "formula": "C35H39N7OPt",
  "method": "ωB97M-V/def2-TZVPD",
  "s_squared": 2.06,
  "gap_ev": [5.8, 5.4],
  "total_energy_ev": -52649.3444,
  "lumo_energy_ev": [0.23, -1.50],
  "charge": 0,
  "multiplicity": 3,
  "elements": ["C", "C", "C", "C", "C", "C", "H", "H", "C", "H", "N", "C", "C", "C", "H", "H", "C", "H", "H", "H", "H", "C", "C", "C", "N", "C", "H", "C", "H", "H", "H", "N", "N", "C", "H", "H", "H", "H", "C", "C", "C", "H", "Pt", "H", "C", "O", "C", "N", "H", "H", "C", "H", "C", "H", "C", "C", "C", "H", "H", "N", "C", "C", "H", "C", "C", "H", "H", "H", "N", "H", "H", "H", "H", "C", "H", "C", "H", "C", "H", "H", "H", "C", "H"],
  "xyz": [[-18.542, 10.162, -13.527], [-17.402, 4.784, -13.411], [-19.676, 8.435, -9.244], [-17.688, 7.239, -15.879], [-17.712, 8.709, -15.333], [-16.669, 6.293, -10.145], [-20.623, 8.285, -8.734], [-14.478, 7.067, -8.466], [-15.273, 4.929, -7.019], [-18.358, 11.214, -15.471], [-17.808, 5.914, -13.877], [-17.600, 3.600, -14.091], [-18.909, 12.679, -14.039], [-15.101, 1.278, -5.912], [-15.604, 6.447, -10.199], [-14.803, 2.339, -11.285], [-19.293, 13.225, -12.730], [-19.001, 6.446, -9.689], [-16.686, 9.062, -15.286], [-20.349, 7.642, -11.109], [-19.569, 14.263, -12.800], [-13.382, 8.456, -10.742], [-18.698, 7.268, -9.087], [-13.455, 2.873, -7.154], [-17.262, 6.018, -11.432], [-18.420, 6.122, -15.161], [-17.471, 1.493, -14.432], [-15.306, 10.094, -9.881], [-16.184, 1.234, -5.877], [-14.667, 1.125, -4.944], [-19.441, 6.395, -14.961], [-13.710, 6.434, -8.160], [-18.886, 8.908, -11.598], [-14.039, 5.146, -7.632], [-12.642, 7.783, -11.119], [-16.179, 10.704, -9.593], [-16.026, 9.911, -11.879], [-17.311, 8.366, -10.214], [-13.368, 8.824, -9.402], [-15.929, 4.032, -11.475], [-17.256, 7.542, -9.490], [-18.266, 5.260, -15.826], [-18.064, 7.492, -12.722], [-19.062, 11.032, -10.208], [-15.210, 9.695, -11.216], [-11.494, 6.434, -7.501], [-19.295, 12.611, -11.529], [-12.410, 8.310, -8.474], [-18.394, 3.560, -14.808], [-16.615, 6.950, -15.978], [-18.591, 11.410, -14.362], [-16.648, 7.922, -8.644], [-16.000, 1.971, -12.968], [-14.416, 9.984, -7.948], [-18.772, 10.118, -12.139], [-15.556, 2.730, -11.946], [-12.485, 6.998, -7.993], [-18.108, 9.356, -16.151], [-19.593, 13.145, -10.627], [-18.382, 8.941, -14.056], [-17.040, 2.324, -13.849], [-15.620, 3.656, -6.482], [-18.928, 13.364, -14.896], [-14.380, 9.643, -8.963], [-16.846, 4.936, -12.038], [-15.579, 0.936, -13.048], [-16.908, 5.452, -9.463], [-12.731, 2.104, -7.201], [-14.224, 8.918, -11.656], [-20.769, 9.373, -10.877], [-16.012, 5.710, -7.102], [-14.777, 0.458, -6.550], [-16.580, 3.557, -6.077], [-14.711, 2.650, -6.494], [-18.112, 7.222, -16.861], [-13.100, 4.100, -7.636], [-11.458, 8.654, -8.593], [-20.008, 8.616, -10.706], [-19.253, 9.306, -8.735], [-15.584, 4.335, -10.455], [-12.141, 4.168, -8.116], [-18.991, 11.309, -11.256], [-18.721, 6.879, -8.048]]
}

***

{
  "formula": "H3NO3P2",
  "method": "ωB97M-V/def2-TZVPD",
  "gap_ev": [6.7, 6.7],
  "total_energy_ev": -26256.7434,
  "lumo_energy_ev": [7.42, 7.42],
  "charge": -2,
  "relative_energy_kj_mol": 294.18,
  "multiplicity": 1,
  "elements": ["O", "H", "H", "N", "H", "P", "P", "O", "O"],
  "xyz": [[-0.016, -0.411, 1.595], [1.860, -0.907, 0.227], [2.295, 0.586, -1.051], [0.066, 0.049, -0.796], [-0.530, 1.480, -1.550], [1.379, 0.413, 0.157], [-1.169, -0.339, 0.525], [-1.765, -1.676, 0.180], [-2.120, 0.805, 0.714]]
}

***

{
  "formula": "C5H14",
  "method": "ωB97M-V/def2-TZVPD",
  "gap_ev": 12.0,
  "total_energy_ev": -5410.4588,
  "lumo_energy_ev": 1.12,
  "charge": 0,
  "relative_energy_kj_mol": 153.49,
  "multiplicity": 1,
  "elements": ["H", "H", "H", "H", "H", "H", "C", "H", "C", "C", "H", "C", "H", "H", "C", "H", "H", "H", "H"],
  "xyz": [[1.106, -0.183, 3.035], [2.193, 1.167, -0.328], [-2.789, -2.248, -1.471], [-2.040, -2.232, -3.126], [1.756, -0.835, 1.533], [-1.488, 0.385, -1.226], [0.873, -0.265, 1.920], [2.971, 1.172, 1.356], [-1.275, -0.615, -1.619], [2.089, 1.572, 0.740], [-0.586, -0.341, -2.374], [0.755, 1.185, 1.439], [0.466, 1.842, 2.339], [-0.609, -1.153, -0.909], [-2.364, -1.564, -2.215], [-0.008, 1.492, 0.912], [0.051, -0.899, 1.856], [2.204, 2.628, 0.536], [-3.305, -1.108, -2.398]]
}